C15H15Br45 | the ωB97M-V functional and the def2-TZVPD basis

Atoms and positions in Å:
C: -4.43174 1.10404 -4.28004
Br: -5.38559 1.67542 -2.70203
Br: -2.91386 0.11540 -3.74809
Br: -4.00042 2.54700 -5.54311
H: -5.15277 0.48739 -4.82951
C: 3.45686 5.09537 3.35735
Br: 2.45113 5.72059 1.86713
Br: 4.10065 6.64375 4.28216
Br: 4.94328 4.04248 2.75573
H: 2.70781 4.49369 3.90049
C: -5.85219 1.91926 1.09796
Br: -7.51652 2.47096 0.43806
Br: -5.85297 0.10689 1.84991
Br: -4.94715 3.20081 2.20101
H: -5.20176 1.77723 0.23708
C: -3.61459 0.00053 4.57886
Br: -4.44966 1.33754 5.65089
Br: -4.37151 -1.76233 4.53447
Br: -1.69603 -0.04698 5.05442
H: -3.68519 0.17048 3.53903
C: 6.31154 -2.73210 -0.06780
Br: 6.11204 -0.82110 -0.42896
Br: 6.28525 -3.23251 1.75398
Br: 7.59690 -3.63967 -1.17168
H: 5.43251 -3.27804 -0.40449
C: -0.55689 3.60030 5.19996
Br: 0.31057 2.61624 6.56897
Br: 0.03890 3.22430 3.35913
Br: -0.64849 5.52615 5.42326
H: -1.59027 3.27432 5.25884
C: -1.17824 4.74995 -2.00686
Br: -2.90582 5.60518 -1.75767
Br: -1.49964 2.79768 -2.22400
Br: -0.00794 5.10238 -0.53806
H: -0.78902 4.96850 -2.93329
C: 0.31161 -4.56274 2.96356
Br: -0.04830 -6.09114 4.09266
Br: -1.24412 -3.39557 3.13635
Br: 0.50850 -4.95806 1.03131
H: 1.21653 -4.03454 3.32234
C: 4.07708 -2.28546 -3.38524
Br: 3.13653 -0.56800 -3.30259
Br: 4.88366 -2.60079 -5.05944
Br: 2.90756 -3.70900 -2.71944
H: 4.84488 -2.19854 -2.57500
C: -1.61591 -5.81115 -3.64361
Br: -1.81421 -7.23057 -2.32990
Br: -1.21831 -4.15556 -2.68992
Br: -3.14153 -5.47481 -4.65162
H: -0.81356 -5.98892 -4.37771
C: 3.23839 3.22218 -1.84565
Br: 2.88286 1.86081 -0.45333
Br: 2.03723 3.00640 -3.36533
Br: 5.06264 3.19835 -2.34045
H: 2.95236 4.17269 -1.40600
C: 4.17853 0.75309 4.32842
Br: 3.81652 1.61693 5.99240
Br: 3.32434 -1.03626 4.16975
Br: 6.08401 0.66262 3.97169
H: 3.68428 1.30635 3.50951
C: -5.23886 -3.34115 -0.15637
Br: -4.77714 -2.23043 -1.73570
Br: -3.59647 -3.61322 0.79622
Br: -6.06522 -5.04685 -0.74458
H: -6.02627 -2.91737 0.37744
C: 1.80246 -1.00351 -6.24378
Br: 0.51772 -1.93843 -5.16413
Br: 1.31212 0.90423 -6.58158
Br: 1.90316 -1.75979 -8.03007
H: 2.79299 -1.05838 -5.76646
C: -0.69363 -0.58437 0.04405
Br: 0.37397 -0.04327 1.54772
Br: 0.24464 -0.50121 -1.54515
Br: -2.47897 0.18314 0.13452
H: -0.82124 -1.60876 0.42199

Atomic forces in eV per Å
C -0.8 0.3 -0.6
Br -0.1 0.4 -0.1
Br 0.5 -0.5 -0.3
Br -0.1 -0.4 0.6
H 0.6 0.1 0.3
C -0.4 0.0 -0.2
Br -0.4 0.2 -0.8
Br -0.1 -0.1 0.6
Br -0.1 -0.3 0.2
H 0.9 0.3 0.2
C 1.3 -0.8 -0.5
Br -0.7 0.2 0.0
Br -0.3 0.5 0.1
Br -0.2 -0.1 0.1
H -0.1 0.2 0.1
C 1.2 -0.6 0.6
Br -0.3 -0.3 -0.2
Br -0.2 -0.3 0.7
Br -0.7 -0.1 -0.3
H 0.2 1.2 -0.8
C -1.2 -0.6 -0.9
Br 0.2 -0.8 0.2
Br 0.5 0.2 0.7
Br 0.6 0.3 0.1
H -0.3 0.9 -0.2
C -0.9 0.2 -0.8
Br 0.4 0.2 0.1
Br 0.0 -0.1 0.8
Br 0.3 -0.3 0.2
H 0.1 0.0 -0.3
C -1.7 -1.8 1.8
Br 0.5 0.0 -0.2
Br 0.1 0.8 0.3
Br 0.1 0.0 -0.2
H 1.0 1.1 -1.7
C -0.3 0.3 -0.3
Br 0.5 0.1 -0.4
Br 0.6 0.1 0.1
Br 0.1 0.0 1.0
H -0.7 -0.4 -0.3
C 0.0 0.4 2.1
Br 0.7 -0.2 0.1
Br 0.1 -0.2 -0.2
Br 0.3 0.2 -0.4
H -0.5 -0.1 -1.2
C 0.9 0.4 0.5
Br 0.1 0.2 -0.6
Br 0.5 0.0 0.1
Br -1.3 -0.2 -0.8
H -0.2 -0.2 0.9
C -0.9 -0.4 0.5
Br 0.1 0.7 -0.5
Br 0.4 -0.2 0.3
Br 0.3 0.1 -0.1
H 0.3 -0.1 0.0
C -0.4 -0.4 -0.9
Br 0.0 -0.1 -0.1
Br 0.4 0.7 0.3
Br -0.5 -0.1 0.0
H 0.6 -0.1 0.6
C 1.3 -1.2 -2.3
Br -0.6 -0.4 0.7
Br -0.6 0.0 0.2
Br 0.5 0.6 0.2
H -0.7 1.1 1.1
C -0.2 0.7 -0.9
Br 0.0 0.2 -0.2
Br 0.3 -0.8 0.7
Br 0.2 -0.3 0.3
H -0.7 0.2 -0.4
C -0.8 -1.2 2.1
Br 0.5 0.8 0.5
Br 0.0 -0.1 -1.0
Br 0.4 0.0 -0.1
H -0.3 0.1 -1.2

Summary:
Total energy: -116411.00921 a.u.
E_LUMO: -0.50 eV
ΔE to the lowest compared entry with this formula, charge and spin: 5.18 kJ/mol
E_HOMO: -9.96 eV

Atomic partial charges in e from the Löwdin method, atoms 1 to 6:
1 C -1.60
2 Br 0.56
3 Br 0.52
4 Br 0.56
5 H -0.02
6 C -1.64